Molecular formula: C21H48FINO14PS4
Method: DFT, ωB97M-V with the def2-TZVPD basis set

Computed properties:
Max |F|, eV Å⁻¹: 9.74
LUMO, eV: -0.224
DFT total energy, eV: -116150.30938
Gap between HOMO and LUMO, eV: 8.745
2S+1: 1
Total charge: 0
E_HOMO, eV: -8.97

Cartesian coordinates (Å):
H: -1.692 -3.551 0.176
H: 0.303 -0.110 0.165
H: -4.232 -2.991 2.139
H: 1.751 5.446 -7.727
O: 4.454 -0.943 5.506
H: -0.181 2.357 -0.182
H: 5.688 -2.748 4.036
H: 3.827 -3.191 1.625
O: 4.783 -1.168 3.030
H: 2.178 2.403 -4.929
C: 5.301 -2.491 3.044
O: 2.462 -1.191 3.964
H: -0.291 7.283 -4.572
H: -1.582 1.503 0.482
H: 3.150 1.534 4.592
C: 3.485 3.624 -1.855
H: -8.506 -1.533 5.297
H: -1.894 -2.364 4.060
H: -0.270 -8.383 -3.278
O: -0.029 5.547 -1.565
C: -0.553 1.812 0.690
C: 3.836 1.039 3.901
O: 1.465 -5.880 -1.491
S: -1.355 -0.967 2.244
C: 0.569 -7.696 -3.154
O: -0.983 -6.037 -1.983
H: -8.135 -2.695 7.421
O: -4.793 -3.533 4.911
C: 0.848 5.338 -3.806
C: 1.582 6.022 -6.696
H: 3.892 4.728 -1.931
H: 3.444 -3.575 3.301
H: 1.154 8.511 -2.592
H: 2.924 1.662 -7.378
H: 1.507 -8.253 -3.121
C: -7.301 -2.581 6.722
H: 3.679 3.486 -7.338
C: -4.998 -2.351 2.582
C: 4.264 -3.496 2.581
H: -0.130 -2.301 3.766
H: 1.363 0.947 1.095
C: -7.811 -2.379 5.308
C: -1.707 -5.403 -0.939
H: 0.730 2.989 -6.112
H: 0.597 -6.965 -3.964
H: 2.352 7.492 -3.123
O: -1.223 -1.981 1.219
H: 0.400 6.176 -6.629
H: 6.150 -2.509 2.352
H: -2.712 -5.198 -1.325
C: 2.719 2.822 -7.212
O: -6.753 -2.058 4.416
F: 1.499 3.458 -0.319
H: -0.090 -4.269 -0.051
P: 2.114 4.936 -5.178
H: -0.962 -0.928 4.576
H: -8.364 -3.256 4.957
H: -6.684 -1.734 7.038
C: 1.877 3.128 -5.815
I: -1.065 4.282 -3.984
H: -0.876 -3.461 -1.405
H: 4.852 1.407 4.054
H: 1.335 2.762 -2.426
C: 0.326 0.612 0.988
H: 2.015 5.814 -1.704
H: 3.934 3.003 -2.762
O: -0.039 -0.007 2.213
S: 0.387 -6.836 -1.612
H: -0.587 2.491 1.548
N: 1.444 7.949 -3.433
S: -5.781 -3.257 3.892
C: 1.844 3.613 -1.782
O: -2.534 -0.136 2.352
H: -4.537 -1.454 2.999
H: 4.711 -4.488 2.468
C: 1.236 5.085 -2.226
C: -0.697 6.621 -2.373
H: 3.909 3.204 -0.822
C: -1.049 -1.714 3.824
H: 1.981 3.135 -8.095
C: -1.058 -4.094 -0.531
H: -5.748 -2.091 1.833
H: 2.120 7.075 -6.714
C: 0.354 6.904 -3.642
H: 3.512 1.207 2.872
H: -6.678 -3.478 6.791
O: -1.907 7.199 -2.150
O: -6.595 -4.303 3.309
O: 0.102 -7.804 -0.573
S: 3.795 -0.702 4.239
H: -1.822 -6.073 -0.081

Atomic forces in eV per Å
0.137 -0.414 -0.429
-0.055 -0.078 0.171
-0.122 -0.039 0.151
-0.109 1.255 2.422
-0.708 -0.133 -0.992
-0.189 -0.243 0.341
-0.104 0.183 -0.028
0.147 -0.063 0.091
-0.664 1.120 0.718
-0.676 1.460 -1.902
0.257 -1.225 -0.074
1.012 0.173 0.497
1.286 -1.125 2.152
0.109 -0.023 0.075
0.048 -0.227 -0.035
0.219 0.146 0.366
0.283 -0.034 -0.290
-0.025 0.111 -0.148
0.104 0.142 0.075
-0.950 1.733 -1.206
-0.515 -0.046 -0.220
0.119 0.012 -0.151
-0.742 -0.849 0.207
0.849 0.516 0.662
-0.152 0.042 -0.111
1.134 -1.148 -0.511
0.032 0.059 -0.118
-0.800 -0.120 -0.658
-0.034 1.237 1.314
-1.586 0.116 -0.740
-0.929 -2.204 0.024
0.124 -0.013 -0.083
0.377 -0.518 -1.211
-0.258 2.633 0.648
-0.104 0.141 0.157
0.255 -0.228 0.173
-1.718 -1.547 0.425
-0.149 0.170 0.134
-0.339 -0.084 0.099
-0.082 0.177 -0.047
-0.136 -0.246 0.254
-0.719 -0.243 0.865
-0.382 0.840 0.891
2.452 0.016 0.981
-0.012 -0.061 0.170
-1.525 0.526 -0.570
-0.343 1.381 0.707
2.497 -0.140 -0.240
-0.152 0.360 0.126
0.236 -0.268 -0.210
-0.957 0.411 -0.641
0.919 -0.462 -0.866
0.964 0.414 -3.238
-0.153 0.045 -0.006
0.756 0.347 -0.826
-0.004 -0.075 -0.178
0.175 0.053 -0.090
-0.165 -0.059 -0.061
-1.162 -0.735 -0.539
0.156 -0.506 -0.865
-0.131 -0.063 0.087
-0.139 -0.129 -0.017
1.010 1.534 1.750
0.069 0.733 -0.969
-1.276 -1.239 -1.835
-1.165 1.311 1.976
-0.929 -1.109 0.609
-0.493 0.283 -0.126
0.120 -0.053 -0.155
-0.237 -1.425 1.844
-0.162 0.431 -0.223
-0.371 0.519 0.411
0.602 -0.723 -0.464
-0.071 -0.128 -0.067
0.017 0.141 -0.010
0.562 1.011 0.788
-3.668 1.863 0.776
-1.102 0.723 -2.380
0.151 0.035 -0.027
1.714 -0.671 1.854
0.021 -0.222 0.078
0.081 -0.061 0.160
-1.106 -2.363 0.162
-1.424 -0.296 -0.837
0.027 -0.086 0.145
-0.100 0.109 -0.006
8.717 -4.228 -0.964
0.591 0.579 0.848
0.367 0.985 -0.570
0.280 -0.058 -0.291
0.118 -0.064 -0.158

---

Molecular formula: C21H48O3P2Pt
Method: DFT, ωB97M-V with the def2-TZVPD basis set

Computed properties:
Max |F|, eV Å⁻¹: 8.00
LUMO (spin up / spin down), eV: -12.949 / -18.569
DFT total energy, eV: -50471.73624
Gap between HOMO and LUMO (spin up / spin down), eV: 9.273 / 3.926
2S+1: 5
Total charge: +4
⟨S²⟩: 6.0137
Relative energy (zero: lowest compared OMol25 entry of this formula, charge and spin), eV: 0.000
E_HOMO (spin up / spin down), eV: -22.22 / -22.49

Cartesian coordinates (Å):
H: 1.708 -2.812 3.017
C: -1.834 -1.304 -2.657
H: -2.647 0.026 1.607
C: -1.418 1.808 -3.780
C: 2.063 -0.649 2.742
H: -3.156 3.742 -1.452
C: -3.459 0.588 1.120
H: -4.662 0.478 -1.584
C: 4.242 0.570 -0.746
C: -2.357 2.874 0.942
H: -4.152 -0.090 0.602
H: -3.189 3.376 1.457
O: 1.857 -0.056 -3.767
P: -1.665 1.051 -1.108
H: 0.510 0.654 3.523
C: 1.074 2.241 -0.141
H: 3.443 -4.043 1.062
H: -1.770 0.793 3.283
H: 1.420 -2.698 0.810
H: -2.833 4.028 -3.176
H: -0.517 1.186 -3.800
H: -0.950 -1.714 -2.148
H: 4.080 -0.250 -1.448
H: 4.067 1.129 2.688
H: 4.509 -2.671 0.672
C: -2.633 -0.419 -1.709
H: -4.058 1.094 1.894
H: -1.732 -2.175 1.920
H: -2.264 1.246 -4.192
H: -0.870 3.027 -2.111
H: 5.200 1.739 1.478
H: 3.239 -2.089 -1.558
O: -0.836 -2.927 0.268
H: 1.483 -2.326 -1.540
H: 1.104 -1.791 4.314
C: -1.948 -2.929 1.162
C: 1.603 0.618 3.462
H: -0.844 -3.753 -0.246
H: 3.110 -0.838 3.041
H: 1.964 1.550 3.020
H: 5.308 0.836 -0.797
C: 2.380 -2.289 0.455
C: 2.417 -2.590 -1.038
C: -4.012 -0.069 -2.279
H: -2.470 -2.147 -2.970
C: 1.534 0.367 -2.755
C: -1.720 2.385 -2.402
C: 1.236 -1.847 3.226
H: 2.565 -3.668 -1.176
H: 1.979 0.582 4.497
H: -3.955 0.490 -3.222
H: 3.510 2.231 1.414
H: -1.229 2.645 -4.466
H: -1.517 -0.764 -3.560
Pt: 0.812 0.573 -1.000
C: -2.985 3.251 -2.414
P: 2.184 -0.488 0.861
H: -2.881 -2.602 0.668
C: 3.907 0.201 0.697
H: 3.661 1.441 -1.074
H: 3.626 -2.712 2.231
C: 3.568 -2.955 1.164
H: -3.870 2.667 -2.700
H: -4.530 -1.014 -2.500
H: -1.864 3.621 0.307
H: -1.371 0.213 3.486
C: -2.893 1.660 0.179
H: 0.239 -1.861 2.773
H: -2.089 -3.891 1.683
H: 4.543 -0.637 1.017
O: 1.029 3.106 0.644
H: -2.785 -0.994 -0.783
H: -1.656 2.572 1.725
H: -3.729 2.020 -0.443
C: 4.173 1.385 1.629

Atomic forces in eV per Å
-0.105 0.209 0.073
-0.214 -0.210 -0.299
-0.465 0.164 -0.079
0.102 0.284 -0.538
-1.312 0.430 0.864
-0.052 0.050 -0.355
0.046 -0.077 -0.192
0.273 -0.134 -0.219
0.328 -0.056 -0.123
0.053 0.166 0.326
0.255 0.128 0.170
0.199 -0.095 -0.200
-0.695 1.571 2.689
-3.407 0.342 -1.083
0.360 0.051 -0.046
0.211 6.495 4.658
0.088 0.293 0.036
-0.174 0.266 0.048
0.150 -0.120 0.300
0.002 -0.161 0.186
-0.215 0.032 -0.091
0.120 -0.017 -0.140
0.100 0.071 0.022
0.137 0.087 -0.238
-0.230 -0.196 0.128
0.825 -0.644 0.148
0.306 -0.180 -0.147
-0.049 0.282 -0.235
0.281 0.088 0.101
-0.205 0.091 -0.132
-0.158 -0.130 -0.043
-0.052 -0.152 0.082
-1.664 0.293 0.849
-0.126 0.069 -0.076
0.052 0.141 -0.218
1.825 0.260 1.243
-0.190 0.279 0.247
0.177 -0.775 -0.447
0.017 0.175 -0.781
-0.049 -0.177 0.115
-0.326 -0.001 -0.102
-0.725 0.063 -1.000
0.205 -0.239 -0.254
-0.490 0.374 -0.123
0.308 0.202 -0.021
1.549 -1.906 -4.268
1.129 0.074 0.010
0.007 -0.323 -0.208
-0.010 0.195 -0.079
-0.121 0.046 -0.286
0.001 -0.214 0.303
0.158 -0.019 0.017
-0.075 -0.197 0.127
-0.065 -0.359 0.246
-1.609 -1.715 1.527
-0.359 -0.050 0.188
2.697 -2.007 1.500
-0.323 -0.256 -0.585
-0.001 1.046 -0.498
0.231 0.025 0.045
0.138 -0.182 -0.330
0.112 0.101 0.251
0.250 0.246 0.100
0.217 0.152 0.033
-0.166 -0.153 0.088
0.103 -0.292 0.192
0.515 0.351 1.282
0.015 0.131 0.154
-0.251 -0.355 -0.729
-0.355 -0.113 -0.044
0.338 -3.846 -3.747
-0.043 0.194 -0.120
-0.006 0.013 -0.065
0.496 -0.255 -0.420
-0.093 0.078 0.209

---

> Which of these has the lowest max |F|?

C21H48O3P2Pt